Record 1
9
Properties=species:S:1:pos:R:3:forces:R:3 method="wB97M-V/def2-TZVPD" multiplicity=1 e_lumo_ev=-4.19 relative_energy_kj_mol=125.5 charge=+1 homo_lumo_gap_ev=6.9445 total_energy_ha=-327.819046
H 5.0861 -1.3929 -0.7607 0.38 0.46 0.23
H 4.9137 -0.9779 1.0531 -0.49 0.19 -0.34
C 1.3042 0.2444 0.0230 -0.47 0.34 0.38
O 0.1228 0.1821 0.0431 0.31 -0.24 -0.22
C 3.7994 0.3267 -0.3814 -1.85 -2.20 3.88
C 2.5586 0.4019 0.1323 -0.57 1.59 -1.79
O 4.9717 0.8246 -0.2350 0.74 -0.29 -0.79
Rb -4.1013 -0.7013 -0.5914 0.16 0.05 0.03
C 4.7050 -0.7228 0.0124 1.77 0.11 -1.38

Record 2
9
Properties=species:S:1:pos:R:3:forces:R:3 method="wB97M-V/def2-TZVPD" multiplicity=1 e_lumo_ev=-0.42 relative_energy_kj_mol=192.5 charge=0 smiles="C#CC(=O)C(=O)O" homo_lumo_gap_ev=10.1172 total_energy_ha=-379.267266
O 1.1326 1.3498 -0.4592 -0.02 0.48 0.09
H -3.2528 -0.4870 -0.4097 -0.59 0.10 -0.30
O 1.8184 -0.7364 -0.9061 -0.14 -0.14 0.15
O 0.5690 -0.5639 1.9923 0.03 -0.06 -0.04
C -1.1466 -0.4302 0.3896 -1.87 -0.02 -0.29
C -2.2610 -0.4070 -0.0767 1.53 -0.26 0.72
C 1.1493 0.0292 -0.2758 0.66 -0.03 0.04
H 1.7951 1.6072 -1.1253 -0.17 -0.28 0.07
C 0.1959 -0.3617 0.8709 0.58 0.21 -0.44

Record 3
8
Properties=species:S:1:pos:R:3:forces:R:3 method="wB97M-V/def2-TZVPD" multiplicity=1 e_lumo_ev=-0.96 relative_energy_kj_mol=100.7 charge=0 smiles="C#CC(=O)C=S" homo_lumo_gap_ev=8.2738 total_energy_ha=-626.896854
C 1.0717 -0.2828 -0.2965 0.67 1.90 -0.80
C -0.2590 0.3021 -0.4156 -0.84 -0.39 0.73
C 1.2751 -1.1968 0.7269 -0.14 -0.38 0.57
O 1.9576 -0.1676 -1.0886 0.85 0.81 -1.50
H 1.6613 -3.1516 1.8188 0.36 1.55 -1.48
C 1.6401 -2.2453 1.1433 -0.14 -3.51 3.24
S -1.0625 1.5938 0.0038 0.30 1.36 0.12
H -0.8813 -0.5252 -0.5972 -1.07 -1.35 -0.88

Record 4
7
Properties=species:S:1:pos:R:3:forces:R:3 method="wB97M-V/def2-TZVPD" multiplicity=1 e_lumo_ev=-1.87 relative_energy_kj_mol=300.5 charge=0 homo_lumo_gap_ev=7.3016 total_energy_ha=-551.571591
C 1.2191 -1.9757 0.0071 0.29 0.91 -0.04
C -0.4342 1.0282 0.0002 -0.88 -0.42 -0.44
C -0.5696 -0.3113 -0.0754 0.41 -1.51 1.33
C 0.9030 -0.7102 -0.0474 -0.01 2.16 -0.13
H -1.2993 -1.1896 0.1472 0.71 2.47 -0.82
S 1.3165 1.3046 -0.0312 -0.43 -3.34 -0.05
H -1.1355 1.8540 -0.0006 -0.10 -0.27 0.15

Record 5
42
Properties=species:S:1:pos:R:3:forces:R:3 method="wB97M-V/def2-TZVPD" multiplicity=1 e_lumo_ev=-4.78 charge=-1 homo_lumo_gap_ev=2.9837 total_energy_ha=-491.030705
C -6.5795 2.9385 0.1149 -2.00 -0.57 1.65
H 5.8956 0.3187 1.7107 3.33 -3.84 -0.92
H 6.2929 -3.3137 -2.4682 -3.00 -2.55 -2.59
H -2.8930 3.7541 -1.2534 0.07 -0.07 0.09
H 2.4407 -5.4320 1.0390 -1.43 2.47 3.95
B 5.2897 1.1540 2.0260 -2.03 -1.29 0.23
H -7.2257 3.7920 0.3202 0.09 0.38 0.40
H 4.6296 1.4623 1.2301 -2.80 1.98 -3.15
H 3.8125 -5.9866 0.2378 4.71 0.79 -0.33
H -2.8150 5.0740 -0.0051 0.50 -0.23 -0.27
O -6.2518 2.2266 1.3343 1.40 1.03 0.42
B 0.2704 -1.3108 2.0211 0.72 0.16 -1.38
H 1.0728 -1.7480 2.5950 3.88 -1.98 3.10
H 1.2948 -0.2425 -3.6802 -3.90 1.75 -0.43
H 3.0658 -0.4501 -3.9723 3.64 0.60 -1.81
B 2.7380 -6.0855 0.2336 -0.09 0.39 0.43
H 0.0275 -1.9542 1.1897 -1.26 -2.61 -3.64
B 6.9043 -2.7505 -1.7802 -0.53 -0.32 1.00
H 5.9503 1.9662 2.2869 3.27 3.31 0.17
H -7.2343 2.2473 -0.4158 0.01 -0.07 -0.71
H 4.7008 0.9277 2.9015 -2.35 -1.31 3.14
H 6.4799 -1.7630 -1.8745 -2.14 4.62 -0.37
H 2.4181 -7.1147 0.2852 -1.87 -3.56 0.53
H -3.7341 5.3176 -1.4488 -0.48 -0.12 -0.22
C -3.4296 4.5501 -0.7371 -0.05 0.39 1.44
H 0.6384 -0.3703 1.6411 1.58 3.85 -1.62
H -6.9705 0.8273 2.6296 0.22 0.21 0.20
Zr 3.6313 -2.2163 0.2392 -0.51 0.60 -0.80
H -8.0805 1.5640 1.5224 -0.86 -0.20 0.43
H -7.6829 2.4210 3.0246 0.58 0.64 -0.15
H 6.8763 -3.1396 -0.7742 0.11 -1.90 4.24
B 2.2271 -0.6532 -3.3247 0.06 -2.14 -1.92
O -4.4942 4.0452 0.0858 0.02 0.73 -1.79
C -5.4094 3.3512 -0.7272 -0.10 -1.88 1.61
C -7.2828 1.7919 2.2294 -0.26 -0.72 -2.45
H -0.6077 -1.1676 2.6315 -3.18 0.13 2.60
H -5.8122 3.8442 -1.6119 0.29 0.49 -0.05
H 7.8535 -2.7124 -2.2919 3.91 0.28 -1.23
H 2.4418 -5.7302 -0.7412 -0.86 1.39 -4.58
H -4.9815 2.3880 -1.0048 0.57 0.00 -0.59
H 2.1055 -1.6814 -3.0209 -0.45 -4.48 0.56
H 2.4271 -0.1391 -2.3973 1.16 3.62 4.80

Record 6
58
Properties=species:S:1:pos:R:3:forces:R:3 method="wB97M-V/def2-TZVPD" multiplicity=1 e_lumo_ev=1.30 relative_energy_kj_mol=461.1 charge=-1 homo_lumo_gap_ev=8.0072 total_energy_ha=-1926.026332
O 5.7018 -17.7215 22.8382 -0.51 1.77 0.65
H -1.5806 -21.5525 21.8238 1.34 0.26 0.61
O 0.7547 -20.8634 19.5518 -1.43 1.46 0.17
H 5.5682 -22.6152 18.2187 0.65 -1.13 0.33
O -1.0594 -19.0846 23.4474 -1.07 1.54 1.97
O 4.3266 -20.5202 21.9986 -5.85 2.69 -0.41
O 1.6309 -18.3328 21.5180 -0.31 1.01 -2.87
H 1.7912 -18.4393 22.4237 0.20 -0.30 2.29
H 7.6523 -20.1313 21.7135 1.27 0.92 -1.10
O 7.9966 -21.2409 18.7305 -0.44 -0.49 -0.93
O 2.2589 -21.9050 22.2631 4.24 -1.94 1.86
C 5.4512 -20.9858 22.0413 5.84 3.06 6.14
H -0.6810 -18.9414 24.3369 -0.46 -0.03 -0.55
O 3.2967 -24.1117 19.0268 0.20 -0.92 -0.78
C 5.4780 -22.2751 21.4812 6.16 -1.63 -4.12
H 7.5095 -19.1521 20.5530 -0.38 0.44 -0.31
H 5.9478 -17.2980 23.6956 -0.09 -1.08 -1.17
H 2.7202 -18.0647 19.2618 -0.35 0.94 1.39
O 4.3219 -22.6122 21.1796 -3.47 -2.02 -0.41
O 6.0715 -23.4403 18.4684 -0.90 0.33 -0.95
H -2.3837 -20.8510 19.8387 0.19 0.26 -0.27
H -1.4378 -19.8018 19.2607 0.28 0.35 0.04
H 0.2518 -20.6162 16.6881 -0.58 -0.91 0.43
O -0.2340 -21.3778 17.0821 1.85 0.21 0.22
H 8.3657 -20.3752 18.8079 0.53 0.89 0.13
H -0.3958 -19.5921 23.0465 1.37 -1.37 -1.26
O 6.5291 -22.6806 20.9601 -1.28 -0.23 2.16
O 5.0349 -20.9142 18.1670 1.32 -1.47 -1.07
O 5.8799 -18.7136 19.6250 0.31 0.05 0.34
H 3.1609 -19.5192 24.0704 2.10 -1.90 -0.36
H 0.3586 -21.6355 17.8510 -1.26 0.58 -1.32
H 5.1646 -18.3530 20.1414 -0.34 0.18 0.72
O -0.6627 -18.2242 19.9386 1.46 -0.10 0.33
O 6.3309 -20.4083 22.7423 -1.15 -1.63 -1.91
O 2.7637 -21.0428 20.1455 5.35 -0.01 2.25
H 5.6516 -18.4069 18.7547 0.01 0.09 -0.86
H -0.2718 -17.3606 19.7137 -0.24 -0.65 0.02
O -2.1115 -20.4207 19.0086 -1.17 -0.68 -0.06
H 2.6807 -18.1929 24.0524 0.24 1.60 0.15
H 4.5060 -20.2696 18.5551 -2.11 1.62 0.98
O 0.2470 -21.1854 22.2203 -3.31 -1.15 1.21
C 1.1968 -21.6120 21.6508 -0.53 3.35 3.10
H -2.9041 -20.8056 22.1732 0.48 0.06 0.12
H 0.0938 -18.8175 20.2321 -1.23 1.04 -0.47
O 2.3687 -19.0675 24.2006 -2.13 0.49 0.29
H 1.2182 -17.4595 21.3578 0.23 -0.86 0.62
O -2.4803 -21.4375 21.5862 -2.04 -0.36 -0.53
H 5.9032 -20.6671 18.4912 0.80 -0.25 -0.11
H 7.9319 -21.4988 19.6451 -0.01 -0.27 0.65
O 3.0544 -18.6848 18.6465 1.01 -0.20 -0.75
C 1.5555 -21.0231 20.4407 -3.51 -1.14 -7.39
H 3.5858 -23.6071 19.7715 0.08 0.44 0.62
O 8.1911 -19.6307 21.0201 -0.19 -1.03 1.37
H 2.2806 -18.8772 18.1350 -0.62 -0.63 -0.66
B 3.4043 -21.4915 21.4181 -0.67 -0.92 -0.99
H 6.3570 -23.2851 19.3730 0.06 -0.07 -0.04
H 4.1708 -24.4021 18.6945 -0.42 0.25 -0.15
H 5.9082 -18.6581 22.8165 0.50 -0.51 0.63